{"formula": "C3H9O2S", "method": "wB97M-V/def2-TZVPD", "symbols": ["C", "O", "C", "C", "S", "H", "H", "H", "H", "H", "H", "H", "H", "H", "O"], "xyz": [[-1.1612, -0.6054, 1.0509], [-1.2440, -1.3167, -0.0794], [0.2303, 0.3473, 1.0286], [0.4089, 1.1534, -0.2302], [0.2185, 3.0032, -0.3962], [-1.9060, 0.2043, 1.2508], [-1.0271, -1.2354, 2.0399], [0.9906, -0.5050, 0.8917], [0.2918, 1.1801, 1.9674], [0.9948, 0.8434, -1.1533], [-0.6720, 0.9421, -0.6451], [1.4847, 3.3052, -0.1193], [1.2319, -2.3932, -1.9982], [-0.1462, -2.2228, -1.4865], [0.3051, -2.7005, -2.1211]], "forces_ev_per_angstrom": [[2.1, 0.6, 0.3], [-0.2, 0.5, 0.6], [1.0, -0.2, 2.0], [-4.0, 0.3, -3.5], [0.5, -1.0, 0.7], [-0.6, -0.5, -0.1], [-0.3, 0.9, -1.2], [-0.4, 1.4, 1.2], [0.3, -2.7, -2.0], [-0.1, 0.0, 1.8], [1.6, 0.2, -0.1], [0.3, 0.3, 0.1], [-1.1, -0.4, -0.2], [-2.3, 2.0, 2.9], [3.2, -1.5, -2.5]], "lowdin_charge": [-0.5202, -0.3333, -0.2932, -0.6331, 0.5881, 0.0654, 0.0889, 0.0919, 0.1300, 0.0712, 0.0660, -0.2057, 0.0368, -0.0795, -0.0732], "e_tot_ha": -668.31131, "de_lowest_kcal_mol": 51.8, "fmax_ev_per_a": 5.4, "total_charge": -1}